(1)
{
  "formula": "C2H4N2O2",
  "method": "ωB97M-V/def2-TZVPD",
  "species": ["C", "C", "N", "N", "O", "O", "H", "H", "H", "H"],
  "coordinates": [[0.287, -0.745, -0.047], [0.354, 0.733, 0.082], [1.675, -1.124, 0.056], [2.370, -0.106, -0.015], [3.721, -0.033, 0.041], [1.712, 1.090, -0.076], [-0.205, -1.253, 0.804], [-0.067, -1.215, -1.024], [-0.199, 1.275, -0.892], [0.055, 1.075, 1.123]],
  "forces_ev_per_a": [[-0.2, -2.2, -0.4], [-2.6, 3.1, -1.7], [1.1, -0.3, -0.2], [6.0, -0.7, 0.8], [-5.5, -0.1, -0.4], [0.4, 0.1, -0.2], [-0.2, 0.4, -0.6], [0.0, 0.9, 1.2], [1.0, -1.1, 3.2], [-0.1, -0.1, -1.6]],
  "lumo_energy_ev": [0.565, 0.565],
  "relative_energy_ev": 6.173,
  "smiles": "[O-][N+]1=NCCO1",
  "e_homo_ev": [-10.0, -10.0],
  "gap_ev": [10.526, 10.527]
}

(2)
{
  "formula": "C2H4N2O2",
  "method": "ωB97M-V/def2-TZVPD",
  "species": ["C", "C", "H", "H", "H", "H", "N", "N", "O", "O"],
  "coordinates": [[0.749, 0.204, -0.936], [0.846, 0.251, 1.492], [-2.208, -0.533, -1.278], [-1.560, -0.030, 0.083], [1.449, 0.532, -1.730], [1.315, -0.494, 2.208], [-1.514, -0.816, -0.638], [-0.416, -0.034, -1.396], [1.227, -0.221, 0.353], [0.112, 1.142, 1.843]],
  "forces_ev_per_a": [[-2.1, -1.0, -0.4], [-0.6, -0.6, 3.8], [-1.6, -0.1, -0.8], [-0.8, -1.8, -0.2], [0.1, 0.2, 1.4], [-0.3, 1.0, 0.0], [3.8, 3.9, 1.1], [0.6, -1.3, 0.4], [0.4, 0.2, -3.9], [0.6, -0.5, -1.4]],
  "lumo_energy_ev": 0.872,
  "relative_energy_ev": 3.801,
  "smiles": "N/N=C\\OC=O",
  "e_homo_ev": -10.5,
  "gap_ev": 11.324
}

(3)
{
  "formula": "C2H4N2O2",
  "method": "ωB97M-V/def2-TZVPD",
  "species": ["N", "C", "C", "O", "N", "O", "H", "H", "H", "H"],
  "coordinates": [[0.648, -0.059, -0.410], [0.284, 0.352, 0.815], [-0.463, -0.442, -1.290], [1.223, 1.078, 1.441], [-1.425, -1.224, -1.024], [-0.864, 0.259, 1.246], [0.835, 1.256, 2.321], [1.521, 0.307, -0.759], [-1.592, -1.280, -0.012], [-0.167, -0.246, -2.328]],
  "forces_ev_per_a": [[-1.4, -0.2, -0.5], [-2.2, 1.3, 0.8], [1.8, -1.9, -0.5], [0.2, -0.4, 0.7], [0.1, 1.8, 0.1], [1.5, -0.3, 0.3], [0.3, 0.1, -0.4], [-0.2, -0.1, -0.3], [0.4, -0.3, -0.3], [-0.4, 0.1, 0.2]],
  "lumo_energy_ev": 0.539,
  "relative_energy_ev": 1.166,
  "smiles": "[H]/N=C\\NC(=O)O",
  "e_homo_ev": -10.3,
  "gap_ev": 10.790
}

(4)
{
  "formula": "C2H4N2O2",
  "method": "ωB97M-V/def2-TZVPD",
  "species": ["C", "C", "N", "N", "O", "O", "H", "H", "H", "H"],
  "coordinates": [[0.519, -0.915, -0.002], [-0.961, -1.143, -0.098], [0.099, 1.536, -0.184], [0.733, 2.387, 0.073], [1.312, -1.299, 0.779], [1.282, 3.344, 0.383], [0.915, -0.426, -0.924], [-1.124, -1.726, 0.920], [-1.369, -1.668, -1.003], [-1.407, -0.090, 0.056]],
  "forces_ev_per_a": [[-0.3, 0.0, -4.3], [-1.0, 0.1, 3.6], [-1.7, -2.2, -1.0], [-0.3, 0.8, 0.4], [0.7, -0.7, 2.3], [2.1, 2.5, 0.7], [0.0, 0.0, 0.1], [-0.5, 0.8, -2.2], [0.7, 0.6, 0.9], [0.2, -2.0, -0.5]],
  "lumo_energy_ev": 0.776,
  "relative_energy_ev": 4.400,
  "smiles": "N#[N+][O-].CC=O",
  "e_homo_ev": -9.6,
  "gap_ev": 10.411
}

(5)
{
  "formula": "C2H4N2O2S",
  "method": "ωB97M-V/def2-TZVPD",
  "species": ["C", "C", "H", "H", "H", "H", "N", "N", "O", "O", "S"],
  "coordinates": [[-0.406, -0.055, 0.036], [1.961, 0.269, 0.250], [-3.006, 0.741, 0.607], [-1.870, -1.453, -0.124], [2.120, 0.354, 1.365], [2.925, 0.269, -0.261], [-1.689, -0.553, 0.281], [-0.140, 1.193, 0.009], [-2.700, 0.302, -0.188], [1.243, 1.377, -0.221], [0.935, -1.194, -0.129]],
  "forces_ev_per_a": [[-0.2, 0.0, 0.1], [0.4, 0.3, 1.0], [-0.1, 0.2, 0.2], [0.2, -0.4, -0.1], [-0.2, -0.2, -1.0], [-0.2, -0.2, 0.0], [0.3, 0.5, 0.0], [0.0, -0.3, 0.1], [0.0, -0.1, -0.1], [-0.2, 0.0, -0.2], [0.1, 0.3, 0.0]],
  "lumo_energy_ev": 0.594,
  "relative_energy_ev": 3.882,
  "smiles": "ONC1=NOCS1",
  "e_homo_ev": -8.9,
  "gap_ev": 9.473
}

(6)
{
  "formula": "C2H4N2O2S",
  "method": "ωB97M-V/def2-TZVPD",
  "species": ["C", "C", "H", "H", "H", "H", "N", "N", "O", "O", "S"],
  "coordinates": [[0.401, -0.071, -0.040], [-1.931, 0.295, 0.336], [3.021, 0.601, -0.667], [1.821, -1.364, 0.573], [-2.935, 0.260, -0.141], [-1.995, 0.363, 1.435], [1.688, -0.604, -0.078], [0.161, 1.186, -0.065], [2.686, 0.328, 0.207], [-1.234, 1.380, -0.222], [-0.956, -1.184, -0.116]],
  "forces_ev_per_a": [[0.4, 0.4, 0.0], [-0.7, -0.1, -0.3], [-0.2, -0.1, 0.5], [-0.1, -0.1, 0.0], [0.7, 0.0, 0.5], [0.0, 0.0, -0.3], [-0.3, -0.1, 0.0], [-0.1, -0.6, 0.0], [0.4, 0.4, -0.5], [0.0, 0.0, 0.1], [-0.1, 0.1, 0.0]],
  "lumo_energy_ev": 0.657,
  "relative_energy_ev": 3.851,
  "smiles": "ONC1=NOCS1",
  "e_homo_ev": -8.9,
  "gap_ev": 9.578
}

(7)
{
  "formula": "C2H4N2O3",
  "method": "ωB97M-V/def2-TZVPD",
  "species": ["C", "C", "H", "H", "H", "H", "N", "N", "O", "O", "O"],
  "coordinates": [[0.751, -0.736, -0.133], [-0.514, -0.818, 0.641], [0.911, 2.299, 0.514], [2.065, 0.537, -0.726], [-0.232, -1.293, 1.667], [-2.781, 0.059, -1.080], [1.472, 0.528, 0.067], [-1.713, -0.470, 0.443], [0.509, 1.587, -0.090], [1.424, -1.723, -0.518], [-1.891, 0.030, -0.785]],
  "forces_ev_per_a": [[3.6, -1.5, 0.1], [0.5, -1.1, 2.3], [-1.1, -1.5, -1.3], [1.1, 0.5, -0.9], [-1.0, 1.0, -1.7], [-1.6, -0.2, 0.6], [-2.7, -1.6, -0.4], [-0.2, -0.9, 0.8], [1.8, 1.6, 1.5], [-2.5, 3.0, 0.7], [2.2, 0.8, -1.7]],
  "lumo_energy_ev": 0.418,
  "relative_energy_ev": 5.372,
  "smiles": "O=C(/C=N\\O)NO",
  "e_homo_ev": -10.2,
  "gap_ev": 10.658
}

(8)
{
  "formula": "C2H4N2O3",
  "method": "ωB97M-V/def2-TZVPD",
  "species": ["C", "C", "H", "H", "H", "H", "N", "N", "O", "O", "O"],
  "coordinates": [[1.364, -0.852, -0.010], [-1.510, 0.518, -0.077], [0.507, 1.426, 0.207], [2.005, -1.806, -0.342], [-1.814, -1.300, 0.176], [-2.508, 0.627, -0.399], [2.100, 0.235, -0.151], [-0.936, -0.824, -0.288], [1.466, 1.423, 0.080], [0.117, -0.881, 0.609], [-0.791, 1.433, 0.194]],
  "forces_ev_per_a": [[3.8, 0.3, -0.9], [3.0, -1.3, -1.9], [0.0, -1.1, 0.3], [-2.2, 1.8, 1.1], [2.5, -0.4, -1.0], [-1.6, 0.0, -0.2], [-3.2, -1.6, 0.1], [-4.8, 1.6, 1.7], [4.3, 0.4, -0.1], [1.7, -0.9, 0.1], [-3.4, 1.1, 0.7]],
  "lumo_energy_ev": 0.098,
  "relative_energy_ev": 6.606,
  "e_homo_ev": -9.3,
  "gap_ev": 9.435
}

(9)
{
  "formula": "C2H4N2O3",
  "method": "ωB97M-V/def2-TZVPD",
  "species": ["C", "C", "N", "N", "O", "O", "O", "H", "H", "H", "H"],
  "coordinates": [[1.085, 0.631, -0.602], [-1.849, -1.805, 0.372], [0.193, 0.594, 0.126], [2.100, 0.870, -1.343], [-0.808, -1.728, -0.063], [-4.240, -1.806, 0.702], [-2.864, -2.121, 0.934], [-0.166, 0.886, 1.048], [-4.614, -2.623, 1.041], [2.403, 0.060, -1.858], [2.468, 1.777, -1.646]],
  "forces_ev_per_a": [[1.1, 2.1, 0.3], [-0.2, -0.7, -0.9], [-0.8, 0.8, 0.8], [-0.3, -1.2, -0.5], [-0.6, 0.1, 0.2], [0.3, 1.7, -1.1], [0.5, -0.7, 1.3], [0.4, -0.6, -0.6], [-0.6, -1.1, 0.5], [0.8, -0.3, -0.4], [-0.5, 0.0, 0.3]],
  "lumo_energy_ev": -10.520,
  "relative_energy_ev": 0.150,
  "total_charge": 2,
  "e_homo_ev": -20.6,
  "gap_ev": 10.042
}

(10)
{
  "formula": "C2H4N2O4",
  "method": "ωB97M-V/def2-TZVPD",
  "species": ["C", "C", "N", "N", "O", "O", "O", "O", "H", "H", "H", "H"],
  "coordinates": [[-0.022, 0.314, 0.024], [-2.288, 0.203, 0.107], [1.243, -0.702, 0.087], [2.572, -0.259, 0.063], [0.062, 1.476, -0.139], [2.862, 0.911, 0.197], [3.310, -1.198, -0.135], [-1.037, -0.481, 0.085], [-2.898, -0.305, 0.680], [-2.577, 0.297, -0.874], [-2.268, 1.292, 0.297], [1.042, -1.547, -0.394]],
  "forces_ev_per_a": [[4.4, -1.9, -0.6], [2.6, 3.5, -1.9], [-3.0, 4.1, 1.0], [-0.8, -0.5, -1.0], [-0.1, 0.4, 0.3], [-0.6, -1.0, 0.3], [1.0, 0.1, 0.1], [-0.4, -0.1, 0.8], [-3.1, -2.5, 2.8], [-1.2, -0.7, -2.5], [0.7, -0.7, 1.1], [0.6, -0.8, -0.3]],
  "lumo_energy_ev": 0.461,
  "relative_energy_ev": 3.829,
  "smiles": "COC(=O)N[N+](=O)[O-]",
  "e_homo_ev": -11.1,
  "gap_ev": 11.561
}

(11)
{
  "formula": "C2H4N2OS",
  "method": "ωB97M-V/def2-TZVPD",
  "species": ["C", "C", "H", "H", "H", "H", "N", "N", "O", "S"],
  "coordinates": [[-0.456, 0.965, -0.672], [-0.643, -0.123, 1.327], [1.926, -1.056, -1.438], [0.199, -1.194, -0.510], [-0.712, 2.105, -0.856], [0.238, 0.488, 1.323], [1.078, -0.648, -0.734], [0.648, 0.629, -1.113], [-1.327, 0.128, 0.163], [-0.951, -1.293, 2.510]],
  "forces_ev_per_a": [[-2.4, 3.5, 0.4], [-0.9, -2.0, 1.3], [-3.8, 1.4, 2.6], [2.1, -0.3, -0.9], [-0.3, -2.8, 0.6], [0.5, 0.3, 0.7], [1.4, -0.9, -2.1], [1.8, -2.0, -0.2], [1.5, 0.6, 0.0], [0.2, 2.3, -2.4]],
  "lumo_energy_ev": -0.176,
  "relative_energy_ev": 4.278,
  "smiles": "N/N=C\\OC=S",
  "e_homo_ev": -9.2,
  "gap_ev": 9.011
}

(12)
{
  "formula": "C2H4N2OS",
  "method": "ωB97M-V/def2-TZVPD",
  "species": ["C", "C", "H", "H", "H", "H", "N", "N", "O", "S"],
  "coordinates": [[1.497, 0.068, 0.114], [-1.647, -0.103, 0.257], [0.764, 1.597, -0.871], [2.335, -0.357, 0.505], [0.141, -1.507, 0.443], [-1.219, 0.017, 1.203], [1.624, 1.328, -0.297], [0.518, -0.972, -0.375], [-0.826, -0.463, -0.779], [-3.187, 0.391, -0.199]],
  "forces_ev_per_a": [[-2.7, 4.0, -4.5], [-2.6, 1.3, -4.1], [1.2, -0.4, 0.9], [2.0, -1.5, 1.7], [1.6, 0.0, -0.7], [0.7, -0.2, 1.5], [-2.3, -3.6, 0.7], [-1.2, 1.0, 2.4], [1.0, 0.4, 0.9], [2.3, -0.9, 1.2]],
  "lumo_energy_ev": -0.568,
  "relative_energy_ev": 4.736,
  "smiles": "[H]/N=C\\NOC=S",
  "e_homo_ev": -9.4,
  "gap_ev": 8.813
}

(13)
{
  "formula": "C2H4N2OS",
  "method": "ωB97M-V/def2-TZVPD",
  "species": ["C", "C", "H", "H", "H", "H", "N", "N", "O", "S"],
  "coordinates": [[0.543, 0.321, 0.632], [-0.067, -1.002, -1.176], [0.892, 1.688, 1.907], [-1.314, 1.154, 1.103], [-0.175, -2.018, -0.812], [0.191, -1.015, -2.235], [1.342, 0.984, 1.332], [-0.876, 0.366, 0.578], [0.972, -0.495, -0.328], [-1.509, 0.017, -1.002]],
  "forces_ev_per_a": [[-1.7, 1.1, -0.8], [0.7, -1.0, 0.3], [-0.1, -0.3, 0.1], [0.6, -1.1, -0.9], [-0.6, -0.3, -0.2], [0.5, 0.1, 0.2], [0.4, 0.0, 0.5], [-0.4, 1.0, 1.4], [0.5, -0.2, -1.2], [0.1, 0.5, 0.7]],
  "lumo_energy_ev": 0.274,
  "relative_energy_ev": 2.102,
  "smiles": "[H]/N=C1\\NSCO1",
  "e_homo_ev": -8.6,
  "gap_ev": 8.918
}

(14)
{
  "formula": "C2H4N2OS",
  "method": "ωB97M-V/def2-TZVPD",
  "species": ["C", "C", "N", "N", "O", "S", "H", "H", "H", "H"],
  "coordinates": [[2.150, -0.722, 0.065], [-1.334, 1.065, -0.155], [1.449, -0.844, -0.871], [-0.640, 0.895, 0.974], [3.023, -0.532, 0.782], [-1.535, -0.464, -0.916], [-2.647, -0.202, -1.508], [0.536, -0.865, -1.190], [-0.725, 1.694, 1.556], [-0.278, -0.025, 1.263]],
  "forces_ev_per_a": [[0.0, 0.4, -1.1], [-0.1, 0.0, 1.3], [0.5, -0.5, -0.9], [-0.6, -0.4, -1.8], [1.6, 0.1, 2.4], [0.5, -1.1, 0.3], [-1.1, 0.5, -1.1], [-1.5, -0.1, -0.5], [0.8, 0.3, 0.9], [-0.2, 0.8, 0.5]],
  "lumo_energy_ev": 0.573,
  "relative_energy_ev": 3.140,
  "e_homo_ev": -9.1,
  "gap_ev": 9.629
}

(15)
{
  "formula": "C2H4N2OS",
  "method": "ωB97M-V/def2-TZVPD",
  "species": ["C", "C", "N", "N", "O", "S", "H", "H", "H", "H"],
  "coordinates": [[0.715, 0.603, 0.229], [0.692, -0.859, -0.290], [-0.594, 1.254, 0.114], [-1.620, 0.333, 0.044], [-2.798, 0.610, -0.123], [-1.063, -1.346, -0.008], [0.829, 0.548, 1.263], [1.429, 1.269, -0.162], [0.874, -1.003, -1.340], [1.537, -1.410, 0.275]],
  "forces_ev_per_a": [[-2.7, -1.1, -0.4], [0.8, 0.0, 0.9], [-3.7, -2.5, -0.8], [3.9, 3.6, -0.8], [0.9, -0.5, 0.6], [0.7, -0.6, 0.3], [0.9, -0.2, 2.0], [1.0, 0.5, -0.8], [0.1, 0.3, -0.5], [-1.9, 0.4, -0.7]],
  "lumo_energy_ev": [0.204, 0.204],
  "relative_energy_ev": 4.567,
  "smiles": "[O-][N+]1=NCCS1",
  "e_homo_ev": [-9.3, -9.3],
  "gap_ev": [9.515, 9.517]
}

(16)
{
  "formula": "C2H4N2OS",
  "method": "ωB97M-V/def2-TZVPD",
  "species": ["C", "C", "N", "N", "O", "S", "H", "H", "H", "H"],
  "coordinates": [[-0.153, 0.623, 0.783], [0.009, 0.571, -0.720], [-0.461, -0.665, 1.380], [-0.557, -1.643, 0.705], [1.267, -1.734, -1.430], [-0.113, -1.273, -1.188], [0.666, 0.973, 1.367], [-0.801, 1.313, 1.358], [-0.770, 1.024, -1.177], [0.913, 0.810, -1.077]],
  "forces_ev_per_a": [[-0.1, 0.6, 1.5], [-1.7, -3.6, 2.7], [-0.2, 0.1, 0.5], [0.3, -0.5, -1.3], [-0.2, 0.0, 0.2], [0.0, 1.0, 0.8], [1.8, -0.2, -0.1], [-1.0, -0.1, -1.4], [-2.3, 1.6, -1.7], [3.3, 1.2, -1.2]],
  "lumo_energy_ev": 0.541,
  "relative_energy_ev": 3.918,
  "e_homo_ev": -8.7,
  "gap_ev": 9.253
}

(17)
{
  "formula": "C2H4N2OS",
  "method": "ωB97M-V/def2-TZVPD",
  "species": ["C", "C", "N", "N", "O", "S", "H", "H", "H", "H"],
  "coordinates": [[0.967, 0.326, -0.293], [0.818, -0.872, 0.251], [0.159, 1.335, 0.206], [-1.505, -0.569, 0.107], [-2.473, -1.289, -0.032], [-1.546, 1.051, -0.004], [1.576, 0.507, -1.169], [1.298, -1.745, -0.158], [0.319, -1.017, 1.189], [0.385, 2.274, -0.097]],
  "forces_ev_per_a": [[0.4, -0.5, -0.1], [1.5, -0.7, 0.3], [-0.3, 0.6, 0.5], [-1.0, -1.6, 0.1], [0.0, 0.7, -0.1], [-0.6, 1.5, -0.4], [-0.1, 0.1, -0.1], [0.2, -0.1, -0.2], [0.1, 0.0, 0.1], [-0.3, -0.1, -0.1]],
  "lumo_energy_ev": [-0.070, -0.070],
  "relative_energy_ev": 5.460,
  "smiles": "C=CNSN=O",
  "e_homo_ev": [-8.3, -8.3],
  "gap_ev": [8.238, 8.238]
}

(18)
{
  "formula": "C2H4N2S",
  "method": "ωB97M-V/def2-TZVPD",
  "species": ["C", "C", "N", "N", "S", "H", "H", "H", "H"],
  "coordinates": [[0.180, 0.586, -0.860], [-0.574, -0.612, -0.196], [1.372, 0.892, -1.016], [-0.048, -0.910, 1.049], [-1.431, 1.042, -0.471], [-1.078, -1.780, -0.570], [1.608, 1.801, -1.085], [0.660, -0.253, 1.315], [-0.688, -0.766, 1.833]],
  "forces_ev_per_a": [[-1.1, -2.2, 1.0], [-0.5, -2.2, -2.1], [-0.4, -3.9, 0.2], [0.2, 0.4, 2.3], [-0.5, 0.2, -0.2], [1.3, 4.3, 0.0], [0.6, 3.9, -0.6], [0.9, 0.3, -0.3], [-0.4, -0.7, -0.4]],
  "lumo_energy_ev": 0.648,
  "relative_energy_ev": 2.358,
  "smiles": "[H]/N=C1\\S[C@@H]1N",
  "e_homo_ev": -9.5,
  "gap_ev": 10.126
}

(19)
{
  "formula": "C2H4N2S",
  "method": "ωB97M-V/def2-TZVPD",
  "species": ["C", "C", "N", "N", "S", "H", "H", "H", "H"],
  "coordinates": [[2.415, -2.206, 1.103], [-0.102, 0.437, -0.821], [2.542, -2.830, 0.066], [0.553, -0.462, 1.553], [0.515, 0.867, 0.950], [0.089, -0.603, -0.935], [0.340, 0.872, -1.754], [-1.157, 0.764, -0.802], [1.854, -1.710, 1.931]],
  "forces_ev_per_a": [[-0.4, -3.7, -5.4], [0.0, 2.1, -0.5], [-0.2, 3.7, 6.0], [-0.3, -0.5, 1.6], [-0.3, 0.1, -2.5], [-0.3, -1.0, 0.5], [0.0, 0.4, 1.1], [0.3, -0.6, -0.1], [1.2, -0.5, -0.6]],
  "lumo_energy_ev": -1.152,
  "relative_energy_ev": 3.694,
  "e_homo_ev": -9.4,
  "gap_ev": 8.261
}

(20)
{
  "formula": "C2H4N2S2",
  "method": "ωB97M-V/def2-TZVPD",
  "species": ["C", "C", "H", "H", "H", "H", "N", "N", "S", "S"],
  "coordinates": [[0.089, -0.116, 0.294], [1.358, -0.784, 0.128], [-0.420, 1.806, -0.448], [1.167, 1.517, -0.349], [1.396, -1.837, 0.216], [-3.235, -1.061, -0.213], [0.260, 1.245, 0.366], [-0.949, -0.773, 0.176], [2.762, -0.035, -0.093], [-2.429, 0.038, -0.078]],
  "forces_ev_per_a": [[2.2, 2.2, -1.0], [1.4, -0.5, 0.7], [1.3, -2.1, 3.4], [-2.2, -1.3, 3.3], [-0.4, -1.1, 0.0], [0.7, 0.4, 0.1], [-0.2, 5.0, -6.2], [-3.4, -2.1, -0.3], [0.5, -0.1, -0.3], [0.2, -0.4, 0.3]],
  "lumo_energy_ev": -1.091,
  "relative_energy_ev": 3.114,
  "smiles": "N/C(C=S)=N\\S",
  "e_homo_ev": -9.0,
  "gap_ev": 7.943
}